The following is a DFT calculation (ωB97M-V/def2-TZVPD) of a 12-piece molecular cluster, C69H128F15N9O20S5 overall.

Geometry as XYZ:
```
246
Properties=species:S:1:pos:R:3:forces:R:3
C 0.0238 -2.1515 -7.4240 -1.15 0.16 0.20
C -0.3609 -0.9617 -6.5117 -0.44 1.02 -1.14
N -0.7107 0.3937 -7.2559 -0.21 0.51 -0.32
C 0.5395 0.9127 -7.9795 -0.14 0.48 0.73
C -1.7672 0.2285 -8.4132 0.63 -1.02 0.37
C -3.1184 -0.3569 -7.9939 -0.06 0.68 0.09
C -1.1222 1.4121 -6.1086 0.13 -0.80 0.53
C -1.5254 2.8095 -6.5570 -1.10 -1.03 -1.07
O -2.8200 2.6419 -7.2579 2.07 -0.02 0.34
C -3.5075 3.8465 -7.4524 -0.46 1.05 0.99
H -0.8329 -2.5841 -7.9408 -0.60 0.15 0.36
H 0.3455 -2.9238 -6.7253 0.54 -0.07 -0.30
H 0.6658 -2.0210 -8.2951 0.77 0.42 0.72
H 0.3995 -0.7102 -5.7723 0.45 0.19 -0.47
H -1.2207 -1.1748 -5.8766 -0.34 -0.15 -0.39
H 1.2047 1.3861 -7.2573 0.08 -0.36 0.24
H 0.2870 1.7161 -8.6715 -0.39 -0.23 -0.01
H 1.0514 0.1251 -8.5324 -0.27 -0.05 0.23
H -1.2058 -0.3178 -9.1711 -0.07 -1.02 0.30
H -1.8589 1.1342 -9.0128 -0.30 0.64 1.14
H -3.1791 -1.3208 -7.4887 0.69 -0.14 -0.04
H -3.7712 -0.4297 -8.8638 0.13 0.10 -0.18
H -3.6142 0.3405 -7.3188 0.01 0.12 -0.01
H -0.2829 1.3411 -5.4168 0.63 0.81 -0.46
H -1.8664 0.9864 -5.4355 -0.70 -0.43 -0.89
H -0.7033 3.1834 -7.1672 -0.32 0.43 -0.58
H -1.6589 3.5360 -5.7555 0.08 -0.41 0.42
H -2.9602 4.6278 -7.9799 0.14 -0.34 -0.70
H -3.7074 4.3307 -6.4965 -0.05 -0.09 0.49
H -4.5040 3.6650 -7.8552 0.35 -0.24 -0.42
C 6.8379 2.4521 -3.2307 -0.03 0.75 1.22
C 7.0448 1.3643 -2.1979 0.26 -2.34 -0.65
N 5.8240 0.4960 -1.8082 -0.07 -0.69 1.51
C 6.2459 -0.7769 -1.0313 -0.55 0.94 -1.44
C 4.8942 1.3116 -0.8588 0.38 0.84 -0.76
C 5.5732 2.0551 0.3609 -0.72 -1.75 -0.93
C 5.1324 -0.0034 -3.1341 0.02 2.19 0.62
C 4.0572 -1.0413 -3.0600 -0.07 -0.14 0.48
O 4.6593 -2.2965 -3.0815 -0.50 -1.14 0.25
C 3.7914 -3.3786 -2.6779 0.82 -0.06 0.52
H 5.9668 3.0670 -3.0045 -0.10 -0.09 -0.28
H 6.8298 2.1280 -4.2714 -0.09 -0.11 0.27
H 7.6914 3.1053 -3.0496 0.12 0.12 -0.46
H 7.6124 1.5935 -1.2960 -0.64 0.57 0.14
H 7.7093 0.6225 -2.6410 0.06 -0.19 -0.20
H 5.3122 -1.2873 -0.7949 0.12 0.11 0.37
H 6.8364 -0.5151 -0.1533 0.02 -0.12 -0.26
H 6.7158 -1.4076 -1.7859 0.52 -0.01 0.47
H 4.0845 0.6485 -0.5542 0.14 0.02 0.05
H 4.4743 2.0709 -1.5186 -0.26 -0.01 0.05
H 6.3722 2.7103 0.0140 -0.23 0.07 0.39
H 5.8936 1.3168 1.0960 0.63 -0.05 -0.11
H 4.7795 2.5595 0.9119 -0.04 0.48 -0.47
H 5.9663 -0.2856 -3.7768 -0.17 -0.08 -0.02
H 4.6599 0.9212 -3.4656 0.17 0.01 -0.45
H 3.3482 -0.9532 -3.8832 0.17 0.39 -0.44
H 3.4186 -0.8582 -2.1958 -0.03 -0.16 0.55
H 2.7338 -3.2722 -2.9195 0.09 0.29 -0.46
H 3.8296 -3.4978 -1.5951 0.00 0.24 0.13
H 4.2189 -4.3018 -3.0689 -0.16 0.16 -0.32
C -5.4254 -3.7355 0.0025 0.08 0.53 2.48
C -5.6456 -3.9271 1.5796 0.48 -0.60 -1.42
N -4.4550 -3.4071 2.4143 -1.68 1.05 0.82
C -3.2209 -4.2286 2.0692 -0.53 1.17 1.43
C -4.2484 -1.8654 2.1850 1.72 -0.19 -0.54
C -5.3981 -0.8925 2.3153 -0.68 -0.19 0.03
C -4.8771 -3.5899 3.9515 0.55 -0.22 -0.23
C -3.9088 -2.9737 5.0158 -1.00 0.02 0.07
O -4.1924 -1.6146 5.1757 -0.01 0.77 -0.42
C -3.1861 -0.9366 5.8957 0.59 0.39 0.38
H -6.2911 -4.0859 -0.5596 0.05 0.14 0.19
H -4.5188 -4.2369 -0.3363 -0.10 -0.04 0.03
H -5.2973 -2.6549 -0.0605 -0.12 -0.12 -0.76
H -5.7644 -4.9880 1.7998 0.34 -0.06 0.19
H -6.5924 -3.4908 1.8977 0.37 0.56 0.04
H -2.7613 -3.8533 1.1548 -0.30 -0.57 -0.11
H -3.5551 -5.2603 2.1787 0.39 -0.02 -0.67
H -2.4961 -4.0239 2.8571 0.06 -0.06 -0.09
H -3.7285 -1.7155 1.2387 -0.66 -0.66 -0.76
H -3.3615 -1.5976 2.7594 -0.47 -0.14 1.12
H -5.9972 -1.0533 3.2116 0.08 0.07 -0.02
H -6.0560 -0.8439 1.4477 -0.15 -0.67 -0.11
H -5.0794 0.1497 2.3300 0.65 -0.03 0.43
H -5.0452 -4.6516 4.1326 0.72 -0.26 -0.27
H -5.9067 -3.2427 4.0377 0.30 0.79 -0.05
H -2.8590 -3.2018 4.8311 0.25 0.21 -0.53
H -4.0628 -3.3077 6.0419 -0.41 -1.44 -0.21
H -2.2650 -0.9259 5.3130 -0.02 0.58 -0.15
H -2.8772 -1.3319 6.8634 -0.40 -1.08 0.18
H -3.5430 0.0413 6.2187 -0.03 0.19 -0.89
C -2.2100 2.3240 -1.5718 -0.36 0.10 -0.06
C -0.8598 2.1504 -0.8362 -1.45 -0.58 -0.34
N -0.7455 0.7309 -0.2269 1.17 -0.59 -0.04
C -1.8080 0.3836 0.8507 0.61 1.29 -0.89
C -1.0043 -0.2949 -1.3175 0.47 -0.66 -1.34
C -0.1997 -0.1663 -2.6322 0.88 1.00 0.75
C 0.7027 0.4823 0.3586 -0.39 0.12 0.65
C 1.3465 1.6226 1.1943 -1.81 0.33 -1.17
O 1.5604 2.7229 0.3165 1.26 -0.17 0.55
C 1.9116 3.9474 0.9797 0.14 -0.51 -1.23
H -2.3734 1.7716 -2.4971 0.57 -0.43 0.03
H -2.3832 3.3455 -1.9104 0.45 0.27 0.39
H -3.0846 2.0940 -0.9633 0.16 0.06 0.32
H -0.7875 2.8800 -0.0296 0.09 -0.26 -0.09
H -0.0240 2.2367 -1.5305 0.04 0.11 0.36
H -2.7398 0.3532 0.2859 -0.06 -0.01 0.36
H -1.8428 1.2038 1.5678 -0.05 -0.19 0.11
H -1.5830 -0.5767 1.3146 0.27 0.13 -0.21
H -2.0572 -0.2609 -1.5976 0.00 0.03 0.47
H -0.7208 -1.2583 -0.8936 -0.40 0.03 0.20
H 0.8488 -0.3725 -2.4174 0.04 -0.17 -0.20
H -0.1852 0.8546 -3.0139 -0.18 0.03 0.01
H -0.5186 -0.7786 -3.4758 -0.44 -0.34 0.59
H 1.4435 0.1579 -0.3722 -0.52 0.60 -0.87
H 0.6374 -0.4295 0.9522 -0.45 0.14 0.40
H 2.2410 1.1805 1.6331 0.33 0.22 0.13
H 0.6885 2.0184 1.9679 -0.11 -0.63 0.53
H 1.0141 4.4559 1.3320 0.02 0.03 0.31
H 2.3781 4.5425 0.1946 -0.18 0.21 0.10
H 2.6737 3.8194 1.7483 -0.17 -0.21 0.37
C 9.3189 2.3876 4.6604 -1.22 -0.67 0.66
C 8.2663 1.2366 4.8098 -0.83 -0.17 0.19
N 6.8266 1.5819 5.4154 0.91 0.26 0.28
C 6.9993 2.6971 6.4885 -0.43 -1.82 -0.21
C 6.0591 2.1557 4.2107 -1.20 0.15 1.50
C 4.6056 2.6268 4.5449 0.01 0.26 -0.03
C 6.1685 0.3094 6.1169 -0.43 2.48 0.27
C 6.0462 -0.9438 5.3303 0.98 -1.90 -1.67
O 5.5717 -0.7869 4.0127 0.01 0.90 -1.33
C 5.3789 -2.0180 3.3018 -0.96 -0.29 0.57
H 9.4541 2.8695 5.6286 0.15 -0.08 0.00
H 9.0662 3.1787 3.9544 0.00 -0.32 -0.21
H 10.2649 1.9030 4.4188 -0.09 0.14 -0.24
H 8.6912 0.4268 5.4029 -0.08 0.26 0.45
H 7.9404 0.7343 3.8990 0.55 0.29 -0.32
H 7.3002 3.6347 6.0210 -0.16 -0.23 0.08
H 7.7373 2.3238 7.1985 0.23 0.22 -0.19
H 6.0712 2.7516 7.0574 -0.09 0.34 -0.36
H 6.1082 1.3711 3.4557 -0.21 0.38 0.01
H 6.6603 3.0396 3.9976 -0.10 -0.15 -0.61
H 4.0869 3.0206 3.6709 0.42 -0.16 -0.47
H 4.5568 3.4837 5.2168 0.57 0.07 0.18
H 3.8539 1.9491 4.9495 0.51 -0.73 -0.05
H 5.1830 0.6144 6.4691 -0.13 0.44 -0.43
H 6.7303 0.2576 7.0496 0.32 -0.74 -0.27
H 5.3696 -1.7051 5.7187 0.13 0.28 1.28
H 7.0250 -1.4064 5.2033 0.33 -0.26 0.49
H 4.9922 -1.8268 2.3008 0.29 0.42 0.09
H 4.5931 -2.5936 3.7910 -0.26 0.00 0.23
H 6.2084 -2.7231 3.2486 0.66 0.54 0.09
C -1.7149 4.1638 14.1601 -0.28 0.21 2.05
N -1.5943 4.0847 12.7342 0.13 0.87 -1.22
C -2.4477 4.9219 12.0197 1.60 -1.86 -1.59
C -2.2121 5.0705 10.6367 -1.38 0.79 1.66
C -1.1698 4.4314 10.0043 -0.43 -0.50 -2.06
C -0.3798 3.6332 10.7681 1.49 -1.14 1.49
C -0.5259 3.4853 12.1687 -0.85 1.15 -2.12
C -1.0384 4.3842 8.4556 0.69 -0.04 0.59
C 0.1714 4.1872 7.7849 0.17 0.06 -0.59
C 0.2152 4.1078 6.3857 -1.51 -0.28 0.36
N -0.9265 4.2109 5.6472 0.82 -0.19 2.53
C -2.1159 4.3692 6.2996 0.67 0.18 -1.56
C -2.1696 4.4454 7.6478 -0.22 0.39 1.87
C -0.8768 4.0234 4.1961 -0.59 0.87 0.50
H -1.2518 3.3771 14.7556 0.30 -0.25 -0.71
H -2.7605 4.1397 14.4671 0.01 0.28 -0.21
H -1.2426 5.1022 14.4505 -0.24 0.02 0.27
H -3.3152 5.2816 12.5532 0.16 0.27 -0.02
H -2.8909 5.6908 10.0701 -0.11 0.12 0.10
H 0.4101 3.0886 10.2724 0.17 -0.13 0.22
H 0.2298 2.9874 12.7581 -0.40 -0.19 0.29
H 1.1356 4.0668 8.2563 -0.10 0.09 0.35
H 1.1022 3.8128 5.8449 0.03 0.22 0.02
H -3.0008 4.4846 5.6912 -0.21 -0.23 -0.43
H -3.1096 4.5861 8.1606 -0.32 -0.07 -0.44
H -1.3444 4.9371 3.8290 -0.19 -0.33 -0.62
H -1.4945 3.1377 4.0479 0.33 -0.01 -0.92
H 0.1742 4.0074 3.9078 -0.32 -0.51 -0.14
C -5.5415 -7.0401 -11.8508 -0.18 -0.07 0.24
N -5.0803 -6.7029 -10.4721 0.41 0.26 -0.61
C -4.8317 -5.4138 -10.1816 -0.49 -0.19 1.06
C -4.3689 -5.0603 -8.9225 0.26 0.57 0.20
C -4.0118 -6.0082 -7.9693 -0.52 -1.00 0.29
C -4.3086 -7.3369 -8.3403 0.72 -0.52 0.03
C -4.7906 -7.6865 -9.5955 -0.64 1.30 0.41
C -3.4005 -5.6594 -6.5952 -0.06 0.48 -0.89
C -2.2348 -6.2990 -6.1738 0.11 0.57 1.81
C -1.6849 -5.9113 -4.9261 -0.60 -0.25 -1.70
N -2.1541 -4.8366 -4.2269 0.68 -1.30 -0.16
C -3.2359 -4.1693 -4.6220 -1.25 -1.01 -2.00
C -3.9273 -4.6280 -5.8171 0.78 0.12 1.15
C -1.4466 -4.5168 -2.9589 0.29 0.39 0.66
H -4.6740 -6.9474 -12.5043 -0.19 -0.28 -0.08
H -6.3309 -6.3631 -12.1773 0.17 0.14 0.22
H -5.9755 -8.0396 -11.8233 0.32 0.03 -0.18
H -5.1305 -4.6639 -10.8991 0.11 -0.10 -0.17
H -4.2997 -4.0141 -8.6636 0.16 0.18 -0.23
H -4.1130 -8.1676 -7.6783 0.00 0.04 0.23
H -5.1085 -8.6690 -9.9119 0.36 -0.19 0.24
H -1.8246 -7.1164 -6.7482 0.27 -0.03 0.20
H -0.8617 -6.4655 -4.5000 0.08 0.22 0.09
H -3.5241 -3.3468 -3.9842 -0.38 0.21 -0.29
H -4.9020 -4.2935 -6.1403 0.09 0.93 0.48
H -2.1307 -4.1605 -2.1888 -0.24 -0.09 -0.30
H -0.6876 -3.7434 -3.0768 -0.11 0.08 -0.40
H -0.9239 -5.3809 -2.5486 -0.24 -0.13 -0.25
C 1.3595 4.3235 -3.3692 0.39 1.46 -0.57
F 1.2478 4.6153 -2.0089 0.49 -0.66 -2.24
F 0.1414 4.0754 -3.8379 -0.54 -0.54 0.48
F 1.7464 5.4498 -4.0455 0.08 -0.95 1.24
S 2.5107 2.8928 -3.8738 0.64 -0.77 -0.53
O 3.8700 3.4223 -3.7220 -1.29 -0.25 -0.09
O 2.1808 1.8599 -2.8859 -0.03 0.38 -0.31
O 2.1362 2.5143 -5.2605 0.13 0.93 2.01
C 2.2051 -3.9012 0.8357 -0.41 -1.51 -0.67
F 2.0965 -4.3018 2.0991 -0.20 0.08 -0.14
F 2.8496 -2.7525 0.8166 0.30 1.08 0.04
F 2.9995 -4.8019 0.1888 -0.55 0.41 0.31
S 0.5249 -3.7800 -0.0559 -1.34 0.05 1.98
O -0.3933 -3.2290 0.9869 1.52 -0.03 -1.57
O 0.8182 -2.8858 -1.1770 -0.11 -0.57 0.43
O 0.1595 -5.1531 -0.3730 0.57 0.65 -0.46
C -5.1031 -0.7094 -2.7378 -1.09 4.32 -3.38
F -5.0195 -1.9265 -2.4132 0.76 -3.36 1.52
F -6.4129 -0.3848 -2.8082 0.26 -0.30 -0.22
F -4.6047 0.1350 -1.8328 0.80 -0.47 0.55
S -4.2939 -0.4575 -4.5080 -2.68 1.57 -0.01
O -4.6407 0.9218 -4.9110 1.32 -2.05 1.01
O -2.8849 -0.7809 -4.2758 0.06 -0.04 0.05
O -5.0283 -1.4576 -5.2878 0.85 -0.25 0.46
C -4.7898 4.8176 1.3404 -0.61 0.03 0.52
F -3.6910 5.6672 1.4236 -1.76 -0.96 -0.55
F -5.9662 5.4874 1.4663 1.58 0.00 0.42
F -4.8878 4.2552 0.1190 1.03 0.22 0.66
S -4.6237 3.5124 2.7272 -0.94 -1.28 0.56
O -3.4218 2.7469 2.4139 0.43 0.35 -0.61
O -4.4721 4.2519 3.9798 -0.02 0.34 -0.61
O -5.8385 2.7042 2.6205 0.91 1.07 -0.15
C 1.3918 -0.9375 4.7817 -0.22 1.75 1.83
F 1.7207 -0.9772 3.5186 0.19 -0.46 -1.10
F 0.7253 -1.9975 5.1758 -0.78 -0.57 -0.51
F 2.5324 -0.9748 5.5181 0.12 0.55 -0.24
S 0.3768 0.6801 5.1099 -0.93 0.33 -1.01
O 1.3219 1.7894 4.9500 0.39 -0.44 -0.74
O -0.7106 0.6526 4.1004 1.82 -0.28 1.07
O -0.0555 0.6008 6.4781 -0.31 -0.65 0.57
```
Forces are in eV/Å.

maximum force	5.59	eV/Å
HOMO-LUMO gap	5.29	eV
LUMO energy	-8.57	eV
E	-8191.03567	Ha
net charge	+4
relative energy (zero: lowest compared OMol25 entry of this formula, charge and spin)	52.2	kcal per mole



The following is a DFT calculation (ωB97M-V/def2-TZVPD) of a 5-piece molecular cluster, C38H33F9O4 overall.

Geometry as XYZ:
```
84
Properties=species:S:1:pos:R:3:forces:R:3
O -3.7690 4.2648 -2.4632 0.14 -5.16 2.30
C -3.5998 3.1879 -1.8287 -0.37 4.73 -1.67
O -3.5399 1.9137 -2.4451 -0.73 2.41 1.65
C -4.7366 1.6341 -3.2402 -0.80 -1.65 -0.02
C -4.3049 0.5850 -4.3774 -0.82 -0.28 0.24
C -4.3322 1.1452 -5.8832 0.92 -0.95 0.19
C -3.7929 2.6362 -6.0688 1.29 -0.56 -1.20
F -3.1881 2.6780 -7.3865 -1.11 -0.01 2.68
F -2.7312 2.9859 -5.1718 -2.85 -0.78 -1.88
C -4.9659 3.7586 -6.1149 -0.74 2.67 -0.74
F -5.0130 4.3171 -7.4387 -0.16 -1.46 3.31
F -4.7519 4.8476 -5.2480 -0.47 -2.89 -1.95
F -6.2567 3.2473 -5.8422 2.97 0.92 -0.53
O -3.4118 3.3444 -0.4020 1.20 -1.36 -2.54
C -2.0857 2.8578 -0.0624 0.50 -1.42 0.09
C -0.8819 3.5583 -0.8503 1.83 2.03 -1.18
O -0.8957 4.6970 -1.3758 -0.57 -3.80 2.05
C 0.4940 2.7276 -0.9269 1.67 -2.38 0.04
C 1.8731 3.3708 -0.6413 -0.24 -3.60 -0.82
C 3.1377 2.4769 -0.6954 -2.73 -1.31 -0.57
C 3.0601 0.9555 -1.0179 -3.52 1.65 -0.20
C 1.6759 0.3022 -1.3428 0.08 4.23 1.14
C 0.3969 1.2039 -1.2887 3.58 1.10 0.84
H -5.4562 1.0693 -2.5285 1.07 1.07 -1.11
H -5.2800 2.5633 -3.6164 1.13 -1.12 0.49
H -5.0865 -0.2696 -4.3389 1.29 1.38 -0.15
H -3.3075 0.0776 -4.0865 -1.49 1.17 -0.55
H -5.3726 0.9610 -6.3392 1.63 0.88 0.70
H -3.6172 0.4688 -6.4940 -1.07 1.32 0.90
H -1.9076 2.9473 1.0691 -0.38 0.18 -1.75
H -2.0863 1.7225 -0.2839 0.35 1.76 0.34
H 1.9640 4.4830 -0.3753 -0.25 -1.97 -0.50
H 4.1528 2.9630 -0.4758 -1.79 -0.96 -0.38
H 3.9713 0.2639 -1.0367 -1.36 1.43 0.10
H 1.5363 -0.8053 -1.5803 0.68 2.28 0.47
H -0.6052 0.7073 -1.5102 1.50 0.91 0.35
F 0.5004 -2.1326 -2.2951 -0.29 -0.49 -0.01
C 0.1542 -2.3482 -3.5779 -0.30 -0.18 -1.08
C 0.1724 -3.6395 -4.0804 0.07 -0.10 0.20
C -0.1905 -3.8619 -5.4049 -0.03 0.36 0.01
C -0.5569 -2.7886 -6.2140 -0.01 -0.04 -0.02
C -0.5666 -1.4952 -5.6992 0.03 -0.31 0.10
C -0.2145 -1.2736 -4.3718 0.00 0.20 0.21
H 0.4684 -4.4609 -3.4380 -0.02 0.07 -0.01
H -0.1872 -4.8695 -5.8066 0.02 0.10 0.08
H -0.8356 -2.9625 -7.2485 0.04 0.02 0.12
H -0.8481 -0.6597 -6.3318 0.05 -0.05 0.10
H -0.2246 -0.2741 -3.9516 0.06 -0.04 0.00
F 0.4615 -0.6447 2.1156 -0.03 0.16 -0.01
C 0.5592 -1.9831 2.1234 0.06 -0.77 0.02
C 0.4875 -2.6642 3.3289 -0.01 0.10 0.05
C 0.5836 -4.0526 3.3367 0.07 0.11 -0.29
C 0.7610 -4.7425 2.1392 0.00 -0.01 0.00
C 0.8366 -4.0474 0.9353 -0.06 0.06 0.32
C 0.7295 -2.6604 0.9261 0.01 0.14 -0.12
H 0.3575 -2.1094 4.2510 -0.01 0.01 -0.07
H 0.5212 -4.5957 4.2726 0.05 0.30 -0.38
H 0.8403 -5.8251 2.1463 -0.01 0.12 0.01
H 0.9789 -4.5860 0.0040 -0.03 0.10 0.07
H 0.7773 -2.1050 -0.0013 -0.02 -0.01 0.15
F 5.1948 2.7536 1.7304 0.06 -0.13 -0.03
C 5.2399 3.9268 2.3811 0.02 0.70 0.40
C 5.2024 3.9385 3.7666 -0.01 -0.17 0.07
C 5.2541 5.1541 4.4411 0.01 0.10 -0.35
C 5.3318 6.3446 3.7219 0.00 0.02 0.05
C 5.3637 6.3209 2.3306 -0.01 -0.19 0.23
C 5.3232 5.1051 1.6557 -0.02 -0.07 -0.16
H 5.1335 3.0026 4.3089 0.01 0.03 -0.08
H 5.2332 5.1743 5.5255 -0.01 -0.04 -0.12
H 5.3676 7.2928 4.2489 -0.01 -0.11 -0.07
H 5.4201 7.2491 1.7718 0.00 -0.12 0.03
H 5.3561 5.0676 0.5729 -0.01 -0.02 0.05
F 0.1569 -5.8748 5.6512 -0.09 -0.30 0.11
C 0.2347 -5.8737 6.9932 0.05 -0.02 0.98
C 0.8389 -4.8063 7.6388 0.04 0.12 -0.16
C 0.9150 -4.8026 9.0279 -0.16 -0.31 -0.06
C 0.3954 -5.8715 9.7544 0.02 0.03 0.03
C -0.2048 -6.9403 9.0947 0.14 0.28 -0.08
C -0.2909 -6.9393 7.7063 -0.06 -0.12 -0.16
H 1.2450 -3.9873 7.0562 -0.03 -0.05 0.01
H 1.3789 -3.9688 9.5437 -0.03 -0.08 -0.09
H 0.4590 -5.8699 10.8379 -0.01 0.00 -0.13
H -0.6053 -7.7739 9.6617 0.02 0.08 -0.10
H -0.7625 -7.7588 7.1766 0.05 0.06 -0.01
```
Forces are in eV/Å.

maximum force	5.65	eV/Å
HOMO-LUMO gap	8.94	eV
LUMO energy	0.06	eV
E	-2667.31827	Ha